w) 12
Properties=species:S:1:pos:R:3:mulliken_charge:R:1 method="wB97M-V/def2-TZVPD" spin_multiplicity=1 smiles=N#CC1(NCl)CC1 orbital_gap_ev=10.11
C -0.9645 1.4186 0.0569 0.163
C -0.1370 -0.7022 -1.0228 -0.572
C -0.6235 -1.1187 0.3292 -0.842
C -0.0875 0.2621 0.1432 0.901
N -1.5863 2.3813 -0.0639 -0.431
N 1.1037 0.5630 0.8533 -0.486
Cl 2.3484 1.4949 -0.0299 -0.109
H 0.8953 -0.9198 -1.4208 0.170
H -0.7687 -0.3621 -1.7773 0.329
H -1.7558 -1.1815 0.6058 0.206
H -0.0761 -1.7203 0.9262 0.341
H 1.6519 -0.1153 1.4001 0.331


x) 12
Properties=species:S:1:pos:R:3:mulliken_charge:R:1 method="wB97M-V/def2-TZVPD" spin_multiplicity=1 smiles=Nn1cccc1Cl orbital_gap_ev=8.74
C -1.1283 0.1312 0.0117 -0.130
C -1.0481 -1.3398 0.1366 -0.826
C 0.3351 -1.5523 -0.1294 -0.296
C 1.0173 -0.4176 -0.0459 0.373
H 0.1228 2.5669 -0.6804 0.264
H 0.2049 2.2030 0.8548 0.218
H -2.0193 0.7055 -0.0675 0.433
H -1.8194 -2.0243 0.0500 0.415
H 1.0939 -2.4500 -0.0454 0.224
N 0.5406 1.8688 0.0344 -0.882
N 0.0810 0.6168 -0.1428 0.405
Cl 2.6196 -0.3081 0.0239 -0.198


y) 12
Properties=species:S:1:pos:R:3:mulliken_charge:R:1 method="wB97M-V/def2-TZVPD" spin_multiplicity=1 smiles=Cc1nc(Cl)c[nH]1 orbital_gap_ev=9.30
C -2.7909 -0.7778 0.0041 -1.030
C -1.4165 -0.1551 -0.0312 0.486
C 0.6850 0.0425 0.0286 0.351
C 0.2243 1.3375 0.0134 -0.491
H -2.6402 -1.7817 -0.3138 0.302
H -3.2316 -0.7764 0.9965 0.268
H -3.5150 -0.3191 -0.6420 0.349
H 0.7400 2.2751 0.1077 0.391
H -1.8081 1.9422 -0.0080 0.181
N -0.3124 -0.8529 0.0271 -0.569
N -1.1369 1.1924 -0.0311 -0.033
Cl 2.3758 -0.3764 -0.0119 -0.203


Sorted by energy, starting with the most stable: y), x), w).